[1]
30
Properties=species:S:1:pos:R:3:forces:R:3 method="wB97M-V/def2-TZVPD" total_energy_ev=-11137.1854 charge=+1
N 0.4815 2.5109 -0.0110 -1.5 0.9 0.4
C 2.4866 0.2266 0.5616 -0.7 1.1 -1.9
C -1.3422 -0.1015 0.0898 -0.4 1.6 -2.4
H -0.7700 -0.1667 2.0939 -0.2 1.1 -0.1
C 1.3360 -0.5367 -0.1310 2.2 0.8 0.2
C 0.0048 -0.0795 -0.4275 0.2 0.3 0.8
H -1.5798 1.4185 1.5762 0.2 0.6 0.2
H 2.6340 -2.1841 0.0834 -1.5 -0.3 -0.1
C -1.5551 0.3556 1.4860 3.2 -1.3 0.6
H -2.6063 0.0390 -1.6659 0.2 0.4 -0.3
H 1.0664 0.9301 -1.7499 0.4 -0.9 -0.5
H 0.8624 -0.8164 -2.4892 -0.2 0.8 1.4
C -2.2510 0.7127 -0.8841 -1.7 -2.4 1.1
H 3.4802 0.1615 0.1126 -0.4 -0.6 -0.4
H 1.0502 2.4973 0.8259 -0.2 0.2 0.1
H 0.8667 -2.4486 -0.7042 1.9 -0.4 2.2
H -2.5925 -1.8873 0.1433 1.7 0.4 -0.6
H -0.8715 -2.1472 0.6290 -0.3 0.0 0.2
H 2.2965 1.2673 0.6467 -0.1 0.8 -0.3
H -1.7874 1.5661 -1.2463 1.1 1.4 -0.9
C 1.5186 -2.0088 0.1862 -0.7 -1.0 -2.3
H -1.2197 -1.9920 -1.0065 0.4 -0.9 -2.9
H -0.2462 3.3070 0.1219 2.0 -1.7 -0.9
H 2.5680 -0.0600 1.5401 0.2 -1.2 2.6
H -2.3971 -0.0929 1.8568 -2.6 -0.7 0.8
H 1.1796 -2.3437 1.1919 0.2 0.4 -0.8
C 0.8979 -0.1515 -1.5728 -0.2 0.2 -0.2
C -1.4888 -1.6268 -0.0964 -2.7 -0.2 3.5
H 1.1386 2.5977 -0.7949 -0.7 0.8 0.4
H -3.1603 1.0533 -0.3656 0.3 -0.2 0.0


[2]
16
Properties=species:S:1:pos:R:3:forces:R:3 method="wB97M-V/def2-TZVPD" smiles="C[N@@H+]1CCC=C1I" e_above_lowest_kj_mol=107.10 charge=+1
H -0.1129 -1.3146 -2.1570 -1.2 -1.0 -1.0
C -0.3902 -1.1755 0.5487 0.7 1.3 0.1
H 0.9844 -1.2731 2.0609 0.8 -1.2 2.0
H -1.2376 1.6731 0.5013 1.0 -1.4 0.4
C 0.6902 0.8026 1.2520 -1.8 -2.4 0.0
H 1.6659 0.8892 0.9457 2.5 0.8 -0.5
H -1.5961 -0.1766 -0.7661 -1.2 0.7 0.2
N -0.6383 -0.0831 -0.4991 -0.3 -2.2 -0.8
C 0.4210 -0.6546 1.4675 -1.0 0.2 -2.0
H 0.0116 0.5374 -2.3589 -0.7 0.3 -1.2
H 0.4336 1.3425 2.0950 0.1 1.2 1.9
H 1.1085 -0.4119 -1.5257 0.8 0.0 0.3
I -1.2646 -3.0098 0.3841 0.0 -0.1 -0.2
C 0.0713 -0.3536 -1.7880 1.9 0.9 1.9
H 0.1338 2.0714 -0.3494 -0.4 -2.2 -0.6
C -0.2804 1.1366 0.1887 -1.4 5.0 -0.6


[3]
95
Properties=species:S:1:pos:R:3:forces:R:3 method="wB97M-V/def2-TZVPD" smiles=Cc1cc(CCCF)c2c(c1)Sc1ccccc1N2.CCCCCC.CCCCCC.CCCCCC total_energy_ev=-51240.8241
C -4.4796 6.5030 4.3761 -0.2 0.0 0.1
C 3.7414 -3.8037 -1.8205 -0.1 -0.1 0.1
H 3.0441 -5.6469 -2.7305 0.0 0.0 0.0
H 7.2061 -3.8501 4.6516 0.0 0.1 0.0
C 5.2385 -4.1078 -1.7388 0.1 0.0 -0.1
C -5.7467 0.1028 -2.5161 0.1 1.4 0.2
H -3.6446 3.0602 -1.8023 0.7 0.6 0.4
C 5.2517 -2.2146 2.2539 0.0 0.0 -0.1
C -6.8063 -0.2152 -1.5710 0.3 2.5 -0.2
H -0.7548 3.8270 -1.8268 -0.8 0.6 -0.3
H 3.9790 -6.0963 -0.1405 0.0 0.0 0.0
H 6.6832 -5.6757 -1.5191 0.0 0.0 0.0
H -5.8419 4.8760 4.7468 0.0 0.0 0.0
C -1.8296 -1.0214 -2.9253 0.2 2.9 -0.4
C 7.0868 -3.2827 3.7231 -0.1 -0.1 0.0
H 5.0995 -4.0302 3.3841 0.0 0.0 0.0
H 0.3715 1.7553 -3.1230 -1.1 -0.4 -0.1
H -1.7922 5.2535 -2.4712 0.5 -0.9 0.3
F -2.3306 3.0036 -0.2390 -0.4 0.5 -0.9
C -5.7444 3.7297 2.1646 0.1 0.0 0.0
H -6.2370 2.3055 3.7366 0.0 0.0 0.0
C -5.4181 1.4893 -2.8979 -1.9 -0.1 1.4
C 3.4630 -4.2505 -4.3160 -0.1 -0.2 -0.1
H 5.3807 -7.1624 -0.0590 0.0 0.0 0.1
S -4.6873 -1.1670 -3.3033 0.2 0.8 0.5
H 5.6683 -3.5103 -0.9264 0.0 0.0 0.0
H -7.0358 -1.2677 -1.2750 0.3 1.1 -0.4
C -7.2232 2.2950 -1.3482 0.7 -1.6 -0.7
H 1.5148 -0.8476 -3.3097 -0.7 0.0 0.5
H 4.5070 -4.5355 -4.4613 0.0 0.0 0.0
H -8.3775 0.7746 -0.2503 0.9 -0.2 -0.8
C -6.2640 2.3820 2.6482 -0.1 0.0 -0.1
H 4.1616 -2.1171 2.1933 0.0 0.0 0.0
H -5.8429 3.7714 1.0746 0.0 0.0 0.0
C -4.2803 3.9818 2.5281 0.0 0.0 -0.1
H 3.6169 -2.7287 -1.9919 0.0 0.0 0.0
H 5.5541 -2.7484 1.3472 0.0 0.0 0.0
H -1.8018 -2.1095 -2.7087 -0.2 1.0 -0.2
H 7.3001 -5.0283 2.4549 0.0 0.0 0.0
C -3.0619 -0.3228 -3.2487 0.3 1.4 0.1
H 2.8677 -4.7971 -5.0510 0.1 0.1 0.0
C -0.6066 1.2120 -3.1610 -2.1 -1.6 -0.1
C -3.1174 1.1230 -3.5299 2.7 -0.6 0.3
H -4.1639 3.0414 4.4673 0.0 0.0 0.0
C 2.9820 -4.5693 -2.9058 0.0 0.2 0.0
C 5.8710 -0.8169 2.2302 -0.1 0.0 0.0
H -0.8940 3.7276 -4.3630 -0.8 -0.4 0.7
C 7.7669 -4.0501 2.5964 0.1 0.1 0.0
H 8.8214 -4.2113 2.8321 0.0 0.0 -0.1
H -6.3789 4.5320 2.5570 0.0 0.0 0.0
H 0.6139 -1.9957 -2.2413 0.1 1.2 -0.1
C -1.7099 4.1452 -2.3114 -0.7 -0.1 -0.5
H 1.1610 -0.3252 -1.6170 -0.3 -0.9 -0.7
H -5.8674 3.6320 -2.5952 -0.6 -1.0 0.4
H -3.4174 6.7368 4.4830 0.0 0.0 -0.1
H 5.8542 1.0620 3.2943 -0.1 0.0 0.1
C -1.8611 1.9010 -3.4883 0.5 -1.6 -0.1
C -2.8824 3.7336 -1.3451 0.6 0.0 0.6
H 5.1603 -2.5935 4.3768 0.0 0.0 0.0
H -3.6663 3.1960 2.0752 0.0 0.1 0.0
H -4.7665 6.6717 3.3361 0.0 0.0 0.0
H -3.3697 4.6364 -0.8792 0.4 -0.9 -0.6
H 7.5984 -2.3291 3.8806 0.0 0.0 0.0
H -3.9580 4.9182 2.0608 0.0 0.0 0.0
H 4.3215 0.1879 3.3642 0.0 0.0 0.1
C 5.0691 -6.1231 -0.1857 0.1 -0.1 -0.1
H -2.6799 3.8553 -4.2785 0.7 -0.5 0.4
C -0.5975 -0.2270 -2.8758 -0.9 0.4 -0.5
H 6.9640 -0.8836 2.2332 0.0 0.0 0.0
C 0.7529 -0.9077 -2.4917 -0.4 0.5 0.1
H -4.5077 4.9757 5.8749 -0.1 0.0 0.0
H -7.8145 3.1083 -0.8574 0.7 -0.8 -0.6
C 5.5928 -3.0574 3.4849 0.0 0.1 0.1
H -5.0428 7.2088 4.9913 0.1 0.0 -0.1
C 5.4080 0.0686 3.3803 0.1 0.1 -0.1
C -4.7684 5.0729 4.8161 0.2 0.0 0.0
H 1.9209 -4.3089 -2.8335 0.0 -0.1 0.0
C -7.5508 0.9086 -0.9897 1.4 0.7 -1.3
H -5.6729 1.5653 2.2258 0.0 0.0 0.1
H 3.3639 -3.1832 -4.5299 0.0 0.0 0.0
C -3.9792 4.0264 4.0275 -0.1 0.0 0.0
C 5.5932 -5.5767 -1.5074 0.0 0.1 0.0
C -1.7868 3.4424 -3.7384 -0.3 -0.3 0.9
N -4.3688 1.7731 -3.8421 0.1 -1.3 1.3
H 5.7333 -3.7667 -2.6536 0.0 0.0 0.0
H 7.7204 -3.5055 1.6508 0.0 0.0 0.0
H 3.2731 -4.0087 -0.8525 0.0 0.0 0.0
H 5.6990 -0.3416 4.3487 0.0 0.0 0.0
H -7.3006 2.2421 2.3320 0.0 -0.1 0.0
H 5.6002 -0.3340 1.2860 0.0 0.0 0.0
C -6.1699 2.5936 -2.3054 -0.2 -2.0 0.5
H 5.2246 -6.1935 -2.3337 0.0 0.1 0.0
H 5.4680 -5.5486 0.6551 -0.1 0.0 0.0
H -4.2614 2.7690 -4.0180 -0.1 -0.4 0.1
H -2.9087 4.2169 4.1585 0.0 0.0 0.0


[4]
66
Properties=species:S:1:pos:R:3:forces:R:3 method="wB97M-V/def2-TZVPD" spin_multiplicity=3 e_above_lowest_kj_mol=190.30 s2=2.019 charge=+2
C -1.9316 1.5437 3.6081 0.1 0.1 0.0
H 4.4887 -5.6820 1.8660 0.0 0.0 0.0
H 3.3026 -1.6631 0.9969 0.0 0.0 0.0
N -0.3491 -2.5719 -0.2342 0.0 0.1 0.1
C 2.4949 4.2801 -0.1355 0.0 0.0 0.0
H 5.0097 -3.2718 1.7988 0.0 0.0 0.0
C -4.5926 1.1260 -3.0027 0.0 0.0 0.0
C -4.3134 -0.0671 -3.6548 0.0 0.0 0.0
C 3.8352 1.3549 1.2759 0.0 0.0 0.0
C -2.3270 -0.3189 -2.3439 0.2 0.1 0.1
H 0.8968 -0.8365 3.8273 0.0 0.0 0.0
C 3.0840 -2.7217 1.0362 0.0 0.0 0.0
O 1.1640 -0.9275 0.1276 0.4 -0.3 -0.2
C -3.0438 -1.2355 2.1128 0.0 0.0 0.0
N -1.1193 -1.4584 -0.5499 -0.1 -0.4 -0.3
H -4.9837 -0.4347 -4.4187 0.0 0.0 0.0
H -0.5193 -1.6461 4.5575 0.0 0.0 0.0
O 0.8881 1.9443 0.4702 0.1 0.1 0.0
Sb -1.2936 -0.1226 2.4731 0.1 -0.2 -0.5
H 3.7677 1.7200 0.2594 0.0 0.0 0.0
H 3.3551 5.6474 -1.5354 0.0 0.0 0.0
H 2.9056 7.1376 2.4556 0.0 0.0 0.0
C 2.2262 5.1335 2.1328 0.0 0.0 0.0
H 0.1696 -2.2443 3.0241 0.0 0.0 0.1
C 3.0467 5.4934 -0.5105 0.0 0.0 0.0
C 0.8285 -2.2311 0.1640 0.1 0.1 -0.1
H 1.8892 4.9893 3.1522 0.0 0.0 0.0
C 2.8409 1.6402 2.2070 0.0 0.0 0.0
C 3.2007 6.5112 0.4244 0.0 0.0 0.0
C 2.4971 -5.4408 1.1096 0.0 0.0 0.0
H 5.8684 -0.4166 3.3173 0.0 0.0 0.0
C -3.7311 1.6316 -2.0322 0.0 0.1 -0.1
C 5.0074 0.1580 3.0022 0.0 0.0 0.0
C -2.6023 0.9029 -1.7449 -0.1 -0.1 0.1
C 2.7938 6.3358 1.7392 0.0 0.0 0.0
H 0.5704 -4.8981 0.3328 0.0 0.0 0.0
C 2.9110 1.2030 3.5235 0.0 0.0 0.0
H 4.0960 0.1169 4.9440 0.0 0.0 0.0
H -5.4814 1.6844 -3.2619 0.0 0.0 0.0
C -3.1755 -0.7971 -3.3311 0.0 0.0 0.0
H -0.6006 -1.7136 -2.5359 0.0 0.0 0.0
H 5.7093 0.3750 0.9798 0.0 0.0 0.0
C 4.9208 0.6029 1.6843 0.0 0.0 0.0
H -2.7484 -2.1700 1.6409 -0.1 0.0 0.0
O -1.6492 1.3346 -0.8376 -0.4 0.4 -0.8
C 4.0358 -3.6227 1.4846 0.0 0.0 0.0
H -3.5638 -1.4277 3.0489 0.0 0.0 0.0
C -1.1924 -1.1284 -1.8332 -0.4 -0.5 -0.1
H -2.9057 1.3191 4.0365 0.0 0.0 0.0
C 1.5403 -4.5494 0.6610 0.0 0.0 0.0
H -3.6857 -0.6706 1.4396 0.0 0.0 0.0
S 1.4328 2.6099 1.7854 0.0 -0.1 0.1
C 4.0119 0.4549 3.9202 0.0 0.0 0.0
H 2.1350 1.4661 4.2330 0.0 0.0 0.0
H -3.9160 2.5798 -1.5466 0.0 0.0 0.0
H -1.2192 1.7529 4.4027 0.0 0.0 0.0
C -0.0351 -1.3593 3.6267 0.0 0.0 0.0
C 1.8364 -3.1861 0.6233 0.0 0.0 0.1
H 3.6337 7.4547 0.1210 0.0 0.0 0.0
H 2.3560 3.4864 -0.8562 0.0 0.0 0.0
H 2.2766 -6.4990 1.1356 0.0 0.0 0.0
C 3.7426 -4.9789 1.5206 0.0 0.0 0.0
W -0.2355 0.4026 -0.1103 0.1 0.6 1.6
C 2.1000 4.1238 1.1871 0.0 0.1 0.0
H -2.9634 -1.7374 -3.8238 0.0 0.0 0.0
H -2.0096 2.4018 2.9442 0.0 0.0 0.1


[5]
26
Properties=species:S:1:pos:R:3:forces:R:3 method="wB97M-V/def2-TZVPD" total_energy_ev=-134589.0249 charge=-3
O 6.6094 -21.7877 -7.8971 1.9 -0.9 0.3
O 4.7058 -30.3159 -5.9389 -0.4 0.8 -0.7
O 0.1674 -29.9642 -10.9972 -7.2 -0.9 -0.7
O 2.9868 -23.8156 -5.8904 -1.4 5.8 6.4
O 2.7623 -24.1699 -7.8388 -2.5 1.4 -7.6
O 2.1772 -30.2499 -10.9136 1.0 1.6 -0.3
O 3.4603 -25.6247 -6.5169 0.9 -5.7 -0.4
O 0.3712 -18.6731 -7.0570 0.5 0.4 -0.8
Cu 2.0436 -23.9737 -11.6227 0.1 -0.3 0.8
O 6.2988 -20.8985 -5.9082 -0.1 0.5 -1.1
C 5.9224 -30.0400 -6.1200 0.0 -4.1 -1.2
O 6.3953 -30.5684 -7.1948 -0.7 1.8 1.3
N 1.4464 -25.4062 -0.8254 0.8 -3.7 0.6
O 5.1962 -20.3179 -7.7092 -2.9 3.5 -0.5
O 1.0417 -19.8105 -5.2632 1.5 1.5 -1.2
N 2.9801 -24.5652 -6.7704 2.9 -1.5 1.3
N 6.0464 -20.9440 -7.1843 1.3 -3.1 1.6
N 1.1868 -29.4136 -10.9389 6.4 -1.9 1.1
O 6.5378 -29.7451 -5.1148 1.2 1.5 0.7
N 0.2436 -19.5791 -6.2449 0.3 -1.0 4.3
O 1.6582 -24.2396 -1.0447 0.2 2.9 -0.4
O 1.3800 -28.2073 -10.8137 -0.3 1.3 -0.4
Cu 3.9677 -21.5713 -2.7587 -0.4 -0.4 -0.9
O 2.0285 -26.2958 -1.5135 -0.6 0.7 0.3
O -0.7572 -20.2732 -6.1319 -2.4 -0.6 -2.0
O 0.7315 -25.7725 0.1466 -0.2 0.4 -0.2